The following is a quantum chemistry calculation of C31H23BFInNO10Rb as an isolated structure in a non-equilibrium geometry, from OMol25.

ORCA input file:
```
! RIJCOSX wB97M-V def2-TZVPD def2/J DEFGRID3
* xyz 2 1
Rb 3.170 2.115 -1.115
In 0.310 -2.003 0.853
N 4.303 -1.428 -0.713
O 4.336 -0.678 -1.614
O 5.213 -2.270 -0.476
O 3.212 -1.677 -0.195
B 0.660 0.729 -0.441
H 1.256 0.651 0.455
H 0.768 1.768 -0.712
H 1.177 0.070 -1.121
H -0.303 0.406 -0.077
C 1.905 -3.973 -5.028
C 2.622 -2.653 -5.067
O 1.826 -1.969 -4.258
C 1.261 -2.741 -3.287
O 0.774 -2.432 -2.189
O 1.435 -3.965 -3.721
F 2.535 -2.259 -6.309
H 2.706 -4.705 -5.133
H 1.101 -4.069 -5.759
H 3.600 -2.917 -4.664
C 3.072 -0.635 7.443
C 2.731 -1.445 6.465
C 2.249 -0.904 5.268
C 2.173 0.495 5.141
C 2.746 1.320 6.167
C 3.044 0.689 7.399
C 2.860 2.783 6.013
O 3.468 3.475 6.818
C 2.195 3.418 4.812
C 2.044 4.780 4.740
C 1.432 5.418 3.693
C 0.946 4.659 2.665
C 1.027 3.236 2.762
C 1.669 2.637 3.802
C 1.752 1.114 3.893
O 1.371 0.280 3.005
H 3.424 -1.056 8.373
H 2.704 -2.524 6.431
H 2.122 -1.565 4.424
H 3.583 1.287 8.118
H 2.404 5.466 5.492
H 1.260 6.463 3.480
H 0.451 5.161 1.847
H 0.604 2.693 1.929
C -1.146 1.497 -4.280
C -2.268 1.898 -5.096
C -3.530 1.249 -5.008
C -3.642 0.218 -4.101
C -2.551 -0.134 -3.182
C -1.268 0.478 -3.270
C -2.805 -1.058 -2.061
O -1.938 -1.335 -1.232
C -4.179 -1.572 -1.920
C -4.472 -2.373 -0.854
C -5.724 -2.821 -0.600
C -6.842 -2.404 -1.369
C -6.600 -1.705 -2.536
C -5.292 -1.270 -2.854
C -5.024 -0.366 -4.071
O -5.949 -0.074 -4.870
H -0.182 1.980 -4.337
H -2.094 2.751 -5.736
H -4.335 1.584 -5.645
H -0.462 0.240 -2.592
H -3.694 -2.720 -0.190
H -5.908 -3.313 0.345
H -7.845 -2.569 -1.004
H -7.449 -1.426 -3.142
*
```

As for the HOMO-LUMO gap: 1.9 eV. As for the total energy: -63679.6897 eV.